A molecular structure, C20H14BCl2F2N2OOsS3, computed with ωB97M-V/def2-TZVPD.

Its molar mass is 704.49 Da. The expectation value of S² is 6.04. As for the net charge: +1. Its spin multiplicity is 5. The HOMO energy (alpha / beta) is -9.74 / -10.95 eV. For the orbital gap (alpha / beta), the calculation gives 6.3 / 5.2 eV.

Each line ends with the Löwdin charge.
Cartesian coordinates (Å):
Os: 0.21094 -0.78033 -0.60639  0.875
Cl: 1.34119 -2.57553 0.73477  0.762
C: 2.83596 -2.07953 1.48326  -0.578
C: 3.41894 -3.00600 2.31850  -0.085
C: 4.60973 -2.67226 2.95570  -0.025
C: 5.19940 -1.43265 2.75685  -0.084
C: 4.60604 -0.51708 1.91205  -0.670
Cl: 5.36124 1.00508 1.68455  0.736
C: 3.38971 -0.80255 1.22770  -0.677
S: 2.69834 0.32146 0.16575  0.835
H: 2.95940 -3.97128 2.47031  0.118
H: 5.08078 -3.38897 3.61364  0.125
H: 6.12343 -1.17597 3.25357  0.118
C: -1.47829 2.07442 -3.49798  0.000
C: -0.81441 1.00671 -2.89181  -0.094
N: -0.65243 0.91081 -1.57759  -0.037
C: -1.16421 1.89853 -0.78578  -0.123
C: -1.83563 3.00584 -1.31916  -0.125
C: -1.98674 3.07679 -2.71506  0.031
C: -2.34917 4.01674 -0.44108  0.001
C: -2.20173 3.91960 0.89668  0.002
C: -1.52374 2.79845 1.47543  -0.125
C: -1.34434 2.64028 2.86132  0.025
C: -0.68878 1.53308 3.33719  -0.011
C: -0.21301 0.58542 2.42337  -0.116
N: -0.36946 0.71482 1.12327  -0.053
C: -1.00943 1.79720 0.64155  -0.158
H: -1.57285 2.08945 -4.57348  0.124
H: -0.40086 0.20637 -3.48519  0.089
H: -2.50247 3.91953 -3.15654  0.132
H: -2.86162 4.86166 -0.88117  0.126
H: -2.59391 4.68306 1.55447  0.126
H: -1.72658 3.39201 3.53915  0.130
H: -0.53721 1.37878 4.39539  0.118
H: 0.30077 -0.30722 2.76311  0.116
F: 2.32685 -2.27276 -2.21206  0.136
B: 1.57576 -1.17562 -2.16379  -0.974
F: 1.76431 -0.34763 -3.19745  0.139
C: -3.75466 -3.74715 -2.60089  -0.067
O: -3.40714 -3.08743 -1.36854  -0.187
C: -2.23671 -2.51811 -1.24957  -1.250
S: -1.10827 -2.44389 -2.49386  0.715
S: -1.92256 -1.81495 0.28185  0.588
H: -4.70632 -4.22673 -2.39975  0.100
H: -2.99169 -4.48110 -2.85480  0.083
H: -3.84857 -3.01133 -3.39747  0.090

Cartesian forces, eV/Å:
Os 0.17 0.69 -0.11
Cl 0.13 -0.19 0.17
C -0.17 -0.16 -0.08
C 0.10 0.10 0.01
C -0.10 -0.03 -0.06
C -0.01 0.05 -0.03
C 0.02 0.06 -0.02
Cl 0.06 0.01 0.04
C 0.10 -0.08 0.04
S -0.16 -0.06 0.04
H -0.02 -0.02 0.00
H 0.00 -0.01 0.01
H 0.01 0.02 0.00
C 0.00 0.01 0.05
C 0.00 -0.06 -0.04
N 0.03 -0.06 -0.03
C -0.04 0.11 0.03
C 0.06 -0.11 0.02
C 0.04 -0.07 -0.01
C -0.01 0.01 0.10
C -0.02 0.03 -0.09
C 0.03 -0.06 -0.04
C 0.04 -0.08 -0.01
C -0.02 0.03 -0.04
C -0.01 -0.02 0.06
N 0.04 -0.04 -0.01
C -0.04 0.07 -0.07
H 0.00 0.00 -0.01
H -0.03 0.03 0.02
H -0.01 0.02 0.01
H -0.01 0.01 0.00
H -0.01 0.03 0.01
H -0.01 0.02 0.01
H 0.00 0.00 0.01
H 0.00 0.01 0.00
F 0.10 -0.11 0.06
B -0.27 -0.06 0.03
F 0.04 0.11 -0.07
C 0.00 0.00 -0.01
O 0.04 -0.05 0.08
C -0.04 0.10 0.00
S 0.00 -0.09 0.04
S -0.03 -0.15 -0.06
H 0.00 0.00 -0.03
H -0.04 0.01 -0.01
H 0.01 -0.02 -0.01

2 unconnected molecules or ions with the total composition C2H9NOS, computed with ωB97M-V/def2-TZVPD.

Its molar mass is 95.17 Da. Its SMILES is NCO.CS. As for the net charge: 0. Its spin multiplicity is 1. The HOMO energy is -9.16 eV. For the orbital gap, the calculation gives 10.0 eV.

Each line ends with the Löwdin charge.
Cartesian coordinates (Å):
N: -0.48089 3.47753 1.17654  0.008
C: -0.89140 3.76262 -0.18255  -0.324
O: 0.12269 3.52517 -1.19283  -0.087
H: -0.63062 2.51323 1.41837  0.064
H: 0.44717 3.84268 1.37619  0.071
H: -1.73006 3.09743 -0.36056  0.110
H: -1.09779 4.82781 -0.26904  0.105
H: 0.92054 3.38584 -0.68218  0.055
C: 0.94164 -4.66426 0.05959  -0.497
S: -0.71525 -4.26612 -0.59851  0.614
H: 0.96790 -5.72561 0.30728  0.021
H: 1.79360 -4.39651 -0.55520  0.024
H: 1.03296 -4.18101 1.03247  0.019
H: -0.68050 -5.19880 -1.52957  -0.181

Cartesian forces, eV/Å:
N -0.06 0.54 -0.70
C 0.87 0.03 0.38
O -0.49 -0.26 0.49
H 0.49 -0.12 0.13
H -0.30 -0.33 0.27
H -0.30 0.36 -0.43
H -0.58 -0.07 0.03
H 0.37 -0.15 -0.17
C -0.34 -0.42 0.79
S 0.57 0.35 0.35
H 0.10 -0.01 -0.26
H -0.17 0.14 -0.26
H -0.03 0.29 -0.16
H -0.13 -0.34 -0.46

4 unconnected molecules or ions with the total composition H8O3S2, computed with ωB97M-V/def2-TZVPD.

Its molar mass is 120.19 Da. Its SMILES is SS.O.O.O. As for the net charge: 0. Its spin multiplicity is 1. The HOMO energy is -8.99 eV. For the orbital gap, the calculation gives 8.5 eV.

Each line ends with the Löwdin charge.
Cartesian coordinates (Å):
S: 4.81853 -4.75741 -0.57809  0.180
S: 4.32743 -2.74098 -1.53191  0.234
H: 4.27434 -4.35224 0.69864  -0.159
H: 5.26734 -2.89051 -2.44796  -0.255
O: -3.08504 2.65932 0.70130  -0.116
H: -2.57175 1.78550 0.68694  0.073
H: -3.15208 3.01921 1.62074  0.043
O: -0.45708 4.19164 5.04871  -0.100
H: -1.24944 3.68107 5.29962  0.034
H: -0.74307 5.04779 4.60791  0.066
O: -2.61126 -1.73019 -4.35129  -0.092
H: -2.10018 -1.27664 -5.08789  0.066
H: -2.71775 -2.63656 -4.66673  0.026

Cartesian forces, eV/Å:
S -1.33 2.44 0.99
S 0.01 -1.84 1.21
H 0.89 -0.56 -1.91
H 0.44 -0.04 -0.30
O 0.76 -1.14 0.62
H -1.15 2.10 0.55
H 0.39 -0.97 -1.17
O -0.64 1.14 -0.62
H 0.40 0.69 -0.32
H 0.23 -1.82 0.94
O 0.96 0.71 -1.47
H -0.98 -0.86 1.42
H 0.02 0.15 0.06

A molecular structure, C3H8BrNaO3S, computed with ωB97M-V/def2-TZVPD.

Its molar mass is 227.06 Da. As for the net charge: 0. Its spin multiplicity is 1. The HOMO energy is -8.37 eV. For the orbital gap, the calculation gives 6.8 eV.

Each line ends with the Löwdin charge.
Cartesian coordinates (Å):
Na: -25.06368 25.03662 23.60042  0.546
Br: -26.03092 24.18905 26.18890  -0.453
O: -32.09717 20.83172 26.28377  -0.280
S: -32.14376 22.03507 27.07689  0.608
O: -32.99347 22.09120 28.23430  -0.282
O: -30.63056 22.34290 27.54552  -0.247
C: -30.45354 23.32893 28.54844  -0.296
C: -28.96941 23.52915 28.77004  -0.077
C: -32.44594 23.43378 25.97536  -0.114
H: -30.87992 23.07021 29.52185  0.119
H: -30.95102 24.26061 28.25160  0.110
H: -28.53371 22.56209 29.04323  0.085
H: -28.69140 24.18466 29.59478  0.081
H: -28.40871 23.85857 27.89447  0.001
H: -31.74227 23.39209 25.14672  0.072
H: -32.30106 24.38657 26.47878  0.058
H: -33.46574 23.33098 25.61418  0.069

Cartesian forces, eV/Å:
Na -0.36 -0.33 0.98
Br 0.35 0.35 -0.98
O 0.12 1.12 0.55
S 0.54 -0.36 -0.18
O 0.16 0.27 -0.54
O -0.83 -0.78 -0.57
C 0.39 1.44 1.15
C 0.82 -0.68 -0.28
C 0.12 -0.34 0.19
H -0.34 -0.51 -0.37
H 0.13 -0.06 -0.12
H -0.08 -0.01 -0.08
H -0.56 0.23 0.01
H -0.26 0.07 -0.11
H -0.01 -0.30 0.04
H -0.17 -0.13 0.27
H -0.03 0.03 0.04

C3H9NP2 in the gas phase, computed with ωB97M-V/def2-TZVPD.

Its molar mass is 121.06 Da. Its SMILES is C[P@H]1=CNPC1. As for the net charge: 0. Its spin multiplicity is 1. The HOMO energy is -6.76 eV. For the orbital gap, the calculation gives 7.8 eV.

Each line ends with the Löwdin charge.
Cartesian coordinates (Å):
C: -1.93476 -0.12655 0.66125  -0.231
P: -0.57622 0.11004 -0.55374  0.779
C: 0.44639 1.40368 0.03929  -0.459
N: 1.84500 1.09679 -0.02866  -0.420
P: 2.14245 -0.53615 0.26694  0.796
C: 0.61563 -1.27621 -0.52472  -0.525
H: -2.88229 -0.44921 0.39595  0.009
H: -2.07510 0.76779 1.24584  0.037
H: -1.48512 -0.65557 1.50195  0.048
H: -1.16234 0.02865 -1.86088  -0.002
H: 0.29678 2.45891 -0.28834  0.041
H: 2.34963 1.42847 -0.79788  0.022
H: 1.49050 -0.65007 1.43396  -0.098
H: 0.17537 -2.04886 0.00759  0.014
H: 0.75408 -1.55171 -1.49855  -0.010

Cartesian forces, eV/Å:
C 2.14 0.94 0.93
P 0.34 0.84 0.72
C -0.54 1.06 -0.80
N -0.58 -1.32 1.33
P 1.12 -0.44 -1.22
C -0.44 2.68 0.81
H -1.57 -1.15 -0.86
H -0.01 1.16 -0.49
H -0.04 -0.95 -0.33
H -0.22 -0.21 0.29
H -0.53 -0.85 0.55
H 0.86 0.65 -1.38
H -0.51 0.19 1.93
H -0.51 -1.69 1.16
H 0.50 -0.91 -2.64

2 unconnected molecules or ions with the total composition C6H6N2OS, computed with ωB97M-V/def2-TZVPD.

Its molar mass is 154.19 Da. As for the net charge: 0. Its spin multiplicity is 1. The HOMO energy (alpha / beta) is -8.73 / -8.68 eV. For the orbital gap (alpha / beta), the calculation gives 6.6 / 6.6 eV.

Each line ends with the Löwdin charge.
Cartesian coordinates (Å):
C: 0.44056 -2.60292 1.33607  -0.352
C: 1.04037 -2.43617 -1.19381  -0.304
C: 0.48953 -2.50047 0.03051  0.006
C: -0.40593 -0.08951 0.04918  -0.427
C: 1.09607 0.74985 -1.58855  -0.077
C: -1.72946 1.90827 1.50257  -0.381
N: 0.36026 -2.83177 2.47706  0.174
N: 1.36507 -2.39632 -2.33335  0.158
O: 0.00925 0.99995 -0.68364  -0.199
S: -1.33074 0.19035 1.35638  0.966
H: 0.75456 0.54356 -2.64450  0.109
H: 1.72304 -0.09064 -1.32921  0.053
H: 1.60910 1.73037 -1.61263  0.100
H: -0.83345 2.46688 1.16397  0.047
H: -2.00371 2.10620 2.58972  0.067
H: -2.58453 2.25237 0.88023  0.058

Cartesian forces, eV/Å:
C 0.37 -0.65 1.27
C 0.30 -0.33 -1.79
C -0.63 1.50 -1.86
C 2.07 1.43 -2.01
C -0.02 0.98 -1.88
C -0.23 1.72 0.42
N -0.06 0.15 0.37
N -0.30 -0.08 1.96
O -1.09 -2.51 1.52
S -1.11 -0.96 0.79
H -0.12 0.23 1.18
H 0.11 0.19 0.54
H 0.13 -0.79 0.05
H -0.56 -0.06 0.53
H 0.61 -0.23 -1.40
H 0.52 -0.58 0.31

3 unconnected molecules or ions with the total composition C18H27N3O2S, computed with ωB97M-V/def2-TZVPD.

Its molar mass is 349.50 Da. As for the net charge: 0. Its spin multiplicity is 1. The HOMO energy is -8.13 eV. For the orbital gap, the calculation gives 8.1 eV.

Each line ends with the Löwdin charge.
Cartesian coordinates (Å):
C: -6.60577 -0.24731 -2.38034  -0.163
C: -6.56381 -0.81397 -1.05103  -0.301
C: -5.29973 -0.41666 -0.25833  -0.283
C: -5.21549 0.94930 0.02923  -0.310
C: -4.14485 1.08254 0.92722  -0.299
C: -2.83334 0.81463 0.61761  -0.337
H: -2.66944 1.31785 -0.19293  0.086
H: -2.74246 -0.14544 0.23733  0.103
C: -1.75331 1.29193 1.49996  -0.123
C: -0.29935 0.87469 1.08262  -0.139
N: 0.39624 2.08267 0.75696  0.086
C: 1.55769 1.64033 0.16081  -0.531
C: 2.14123 0.05306 0.00561  -0.031
C: 3.45297 0.27639 -0.38149  -0.337
C: 3.92700 1.41148 -0.78220  -0.378
S: 2.77127 2.68010 -0.11286  1.109
C: 5.36908 1.37331 -1.10325  -0.239
O: 6.14954 0.59972 -0.37777  -0.015
C: 5.83525 -0.57051 -0.23524  -0.787
C: 5.69619 -0.78065 1.47241  0.019
H: 5.45787 -1.85826 1.54479  0.063
H: 4.85835 -0.07610 1.94722  0.118
H: 6.69336 -0.43575 1.80570  0.069
C: 6.67172 -1.60118 -0.62199  -0.066
H: 6.77628 -1.33499 -2.11453  0.195
H: 7.80736 -1.44574 -0.39504  0.099
H: 6.45525 -2.86222 -0.59026  0.166
C: 4.35172 -0.80961 -0.74629  -0.062
H: 4.28953 -1.15097 -1.68663  0.079
H: 3.95475 -1.92076 -0.19457  0.206
H: 5.76296 2.64385 -1.05549  0.205
H: 5.32172 1.28164 -2.36294  0.190
C: 1.29750 -0.79826 0.54485  -0.265
O: 1.46744 -2.16611 0.47825  -0.114
N: -0.01251 -0.45617 1.01960  -0.100
N: -0.84245 -1.19665 1.41237  0.105
H: -0.98852 -1.41192 2.21345  0.006
H: -0.42590 -2.25290 1.35976  0.218
H: -1.92056 0.78462 2.54681  0.132
H: -1.82979 2.46846 1.87836  0.178
H: -4.29564 0.61786 2.15229  0.186
H: -4.32858 2.39449 1.57571  0.202
H: -6.30918 1.34234 0.46975  0.205
H: -5.08436 1.36932 -0.84198  0.066
H: -5.63173 -0.98050 0.64767  0.129
H: -4.43507 -0.95790 -0.78090  0.158
H: -7.50558 -0.50058 -0.49026  0.118
H: -6.71730 -2.03474 -1.06178  0.163
H: -6.59818 0.93093 -2.56014  0.129
H: -5.90211 -0.54821 -2.93019  -0.022
H: -7.50727 -0.50745 -3.07790  0.113

Cartesian forces, eV/Å:
C -6.98 4.61 -0.94
C -2.06 -2.34 1.70
C -2.80 -7.10 -0.82
C -4.67 0.53 3.74
C -2.86 5.38 11.35
C 2.67 -0.60 0.87
H 1.16 3.28 -5.49
H 0.57 -2.36 0.10
C 1.29 0.20 5.26
C -2.32 4.50 -0.38
N 0.93 -5.88 -0.85
C -0.36 -3.76 1.67
C -1.95 8.90 0.65
C -0.51 -4.63 -1.53
C -0.76 3.19 2.36
S 2.86 1.60 -1.90
C -0.74 8.30 -5.65
O 5.02 8.61 -1.16
C -8.53 -7.79 6.43
C -1.02 1.13 -1.60
H 0.30 0.68 0.80
H 1.73 -1.62 -1.18
H -0.55 -0.59 0.31
C 5.83 -5.04 -6.60
H -0.22 -1.03 3.88
H -2.15 -0.26 -0.03
H 0.08 4.24 0.23
C 0.24 -5.04 5.80
H 0.04 -0.48 -3.95
H 1.05 3.32 -1.25
H -0.79 -3.96 0.10
H 0.92 -0.52 3.09
C -1.29 -10.46 -0.10
O -0.78 5.17 1.08
N 10.19 13.22 -3.72
N -5.72 -11.95 -8.47
H -2.45 -0.64 13.75
H -0.41 2.18 -1.97
H 0.19 0.68 -1.48
H 0.39 -3.05 -1.82
H -0.35 0.51 -3.64
H 1.09 -3.11 -2.23
H 2.96 -0.94 -1.04
H 0.93 3.33 -4.43
H 1.51 0.22 0.00
H -0.85 1.08 0.94
H 1.23 -0.17 -0.30
H 0.73 2.95 -0.23
H 0.06 -2.17 1.19
H 6.15 -2.47 -4.23
H 1.01 0.13 1.69

Looking at max |F| for the records above, in order, we have 0.72 0.96 2.95 1.88 2.83 3.22 17.10 eV/A.
Looking at energy above the lowest of the compared OMol25 structures with the same formula, charge and spin for the records above, in order, we have 0.000 0.617 1.426 0.911 2.212 6.398 21.714 eV.